#P
7
Properties=species:S:1:pos:R:3 method="wB97M-V/def2-TZVPD" homo_lumo_gap_ev="7.750 / 7.768" total_charge=0
C 1.8014 -2.1469 0.0938
N 2.0982 -0.9825 0.0771
O 3.9517 0.6002 -0.4276
S 2.7002 0.4645 0.3156
H 1.1496 -2.7298 -0.5313
H -1.1587 1.1834 0.5007
H -0.7659 1.7445 0.1306

#Q
7
Properties=species:S:1:pos:R:3 method="wB97M-V/def2-TZVPD" homo_lumo_gap_ev=10.000 smiles="NSC=O" total_charge=0
N -0.2039 -0.8450 -0.8063
S 1.0203 0.2086 -0.2679
C 0.0511 0.9550 0.9401
O 0.4366 1.8690 1.5471
H -0.1156 -0.9036 -1.7472
H -0.0664 -1.8913 -0.4503
H -1.1220 0.6073 0.7844

#R
7
Properties=species:S:1:pos:R:3 method="wB97M-V/def2-TZVPD" homo_lumo_gap_ev=9.582 smiles="ONC=S" total_charge=0
O 0.9759 -1.1036 0.0050
N 0.6861 0.1999 -0.0897
C -0.5716 0.6215 0.0007
S -1.8045 -0.5484 -0.0189
H 0.0793 -1.5148 -0.0657
H 1.5235 0.6980 0.1556
H -0.8888 1.6474 0.0129

#S
7
Properties=species:S:1:pos:R:3 method="wB97M-V/def2-TZVPD" homo_lumo_gap_ev="9.106 / 8.074" total_charge=0
C -0.0295 0.7561 0.2038
N 0.5973 0.0547 1.1642
O 2.4700 0.7244 -0.6817
S 1.6322 1.3399 0.3346
H 0.1032 -0.1071 -1.8647
H -1.1023 1.1490 0.1704
H 0.1232 0.0547 2.0457

The most stable arrangement is #Q, and the next structure is 0.0264 hartree less stable.

#P
7
Properties=species:S:1:pos:R:3 method="wB97M-V/def2-TZVPD" homo_lumo_gap_ev=9.260 smiles="NP(=O)(Br)Br" total_charge=0
N -0.8516 0.5611 0.2334
P 0.4521 -0.4402 0.2328
O 0.9672 -0.6987 1.5548
Br -0.6435 -2.2442 -0.5726
Br 1.9124 0.4883 -1.5796
H -1.1492 0.8700 -0.6844
H -0.6874 1.4637 0.8157

#Q
7
Properties=species:S:1:pos:R:3 method="wB97M-V/def2-TZVPD" homo_lumo_gap_ev="8.400 / 5.066" total_charge=0
N 0.8103 -1.9778 -0.6119
O 3.1873 -2.3536 0.4762
P 2.0702 -1.4610 0.4968
Br 2.4331 0.5277 -0.3824
Br -3.2989 0.3974 -0.2021
H 0.0743 -1.4086 -0.7405
H 0.7515 -2.9692 -0.9644

#R
7
Properties=species:S:1:pos:R:3 method="wB97M-V/def2-TZVPD" homo_lumo_gap_ev=10.269 smiles="NP(=O)(Br)Br" total_charge=0
N 1.1498 0.0793 -0.3218
P -0.5059 -0.0379 0.4645
O -0.5314 -0.0714 1.9285
Br -1.5386 1.6879 -0.4620
Br -1.5680 -1.7496 -0.3187
H 1.5146 0.9394 -0.7095
H 1.4796 -0.8477 -0.5810

The most stable arrangement is #R, and the next structure is 0.0053 hartree less stable.

#P
19
Properties=species:S:1:pos:R:3 method="wB97M-V/def2-TZVPD" homo_lumo_gap_ev="7.661 / 6.063" spin_multiplicity=2 s_squared=0.757 total_charge=-1
N 2.8940 0.5879 0.4912
C 0.2683 0.3510 0.1466
C 0.1224 -0.7145 1.2078
S -1.4324 -1.6693 1.0974
C 0.2327 -0.1684 -1.2937
N -1.0380 0.0739 -1.9727
H 3.1536 1.4135 1.0227
H 3.3879 -0.2215 0.8927
H -0.4594 1.1421 0.2366
H 0.1684 -0.2924 2.2063
H 0.9261 -1.4277 1.1064
H -2.1723 -0.4779 0.7377
H 1.1425 0.2274 -1.8162
H 0.4238 -1.2491 -1.2544
H -1.3242 -0.7114 -2.5161
H -1.7275 0.4690 -1.3403
H -3.4046 1.0196 0.6294
H 1.4004 0.7464 0.2572
O -2.5615 0.9017 0.1613

#Q
19
Properties=species:S:1:pos:R:3 method="wB97M-V/def2-TZVPD" homo_lumo_gap_ev="2.187 / 8.432" spin_multiplicity=2 s_squared=0.750 total_charge=-1
N -1.2231 -0.8940 -0.0485
C 0.1435 -0.4158 -0.3452
C 0.9619 -1.2629 -1.2856
S 1.3706 -2.8922 -0.5225
C 0.1884 1.0962 -0.7916
N -0.3945 2.0234 0.1612
H -1.6802 -0.9000 -0.9648
H 0.2663 -2.8105 0.2786
H -1.7131 -0.1791 0.4870
H 0.6376 -0.4363 0.6312
H 1.9026 -0.7143 -1.3799
H 0.5282 -1.4289 -2.2730
H 1.2711 1.2771 -0.7473
H -0.2297 1.2187 -1.7993
H 0.1258 2.8617 0.3536
H -1.4089 1.9717 0.1463
H -0.6069 -0.1048 3.1152
H -0.1552 1.0171 2.0694
O 0.0157 0.5729 2.9152

#R
19
Properties=species:S:1:pos:R:3 method="wB97M-V/def2-TZVPD" homo_lumo_gap_ev="1.950 / 8.475" spin_multiplicity=2 s_squared=0.750 total_charge=-1
C 0.7619 -0.8666 -0.0999
C 2.2398 -0.2272 0.0679
S 2.5701 1.0288 -1.2495
N -0.2468 0.1854 -0.2582
C -1.6786 -0.2190 -0.2833
N -2.0801 -1.2179 -1.3894
H 0.7034 -1.4096 -1.0919
H 0.7803 -1.4705 0.8378
H 3.0240 -1.0142 -0.0374
H 2.4663 0.3568 0.9577
H 3.1302 0.3118 -2.2464
H -0.0292 1.0230 0.3605
H -1.8945 -0.7058 0.6525
H -2.3396 0.6334 -0.3774
H -2.2408 -0.6348 -2.2528
H -1.2502 -1.7127 -1.6021
H -1.4983 1.5303 1.9869
H -1.4400 2.5147 3.2822
O -0.9779 1.8940 2.7428

The most stable arrangement is #Q, and the next structure is 0.0375 hartree less stable.

#P
20
Properties=species:S:1:pos:R:3 method="wB97M-V/def2-TZVPD" homo_lumo_gap_ev=3.628 total_charge=+1
O 1.3155 -0.4932 -0.5684
C 0.4501 -0.4856 0.2508
O 0.4486 0.1731 1.4039
C -0.7877 -1.2968 0.0230
C -2.0456 -0.9947 0.5778
C -2.5380 0.4661 0.1424
C -2.2020 0.8303 -1.2996
N 4.5113 1.1486 -0.3938
H 1.3183 0.0618 1.8293
H -0.5886 -2.0263 -0.7640
H -2.0336 -0.9663 1.6729
H -2.7593 -1.7331 0.2144
H -3.6152 0.4463 0.2947
H -2.0823 1.1686 0.8249
H -2.5552 0.0903 -2.0178
H -1.1147 0.8519 -1.3755
H -2.6233 1.7590 -1.6674
H 3.7994 0.4586 -0.2637
H 4.1899 2.0833 -0.2347
H 5.4652 0.9178 -0.2061

#Q
20
Properties=species:S:1:pos:R:3 method="wB97M-V/def2-TZVPD" homo_lumo_gap_ev=9.044 total_charge=+1
C -1.3472 0.4547 -1.3893
C 1.6662 2.8449 0.8865
C -0.4279 -1.6824 -1.1930
C -2.5198 -1.1030 -0.1235
C 1.8421 1.3713 0.5717
N -1.4901 -0.7115 -0.9926
O -1.2453 1.5271 -1.7605
O 0.8923 0.6876 0.3897
H 0.7881 2.9710 1.6357
H 2.6160 3.3331 1.0774
H 1.1257 3.1857 -0.0439
H 0.0541 -1.6068 -2.1163
H -0.7455 -2.7830 -1.0367
H 0.4283 -1.4766 -0.3331
H -1.9978 -1.5354 0.7648
H -3.2080 -1.8264 -0.5447
H -2.9730 -0.2818 0.3234
H 2.8496 0.9075 0.6074
H 2.2046 -2.2331 1.9096
H 1.4877 -2.0430 1.3674

#R
20
Properties=species:S:1:pos:R:3 method="wB97M-V/def2-TZVPD" homo_lumo_gap_ev=9.036 total_charge=+1
C 1.0116 -1.6022 1.6297
C 1.0821 -0.4777 0.6365
C 1.3991 1.7675 -1.3590
C 0.6284 -0.4638 -0.6474
C -1.7021 -0.7726 0.2641
N -2.0336 0.6279 -0.2653
O -1.7563 -0.9190 1.4339
O 0.5339 0.6436 -1.4479
H 0.0462 -1.3703 2.1546
H 1.7292 -1.5676 2.5360
H 1.3925 0.4792 1.1231
H 1.2775 2.3014 -2.3400
H 2.5258 1.5861 -1.1923
H 1.0693 2.5360 -0.7105
H 0.3104 -1.3890 -1.1060
H -1.8437 -1.5622 -0.4644
H -2.8502 0.3472 -0.8473
H -2.4100 1.2836 0.4645
H -1.3346 1.0680 -0.8371
H 0.9246 -2.5160 0.9747

#S
20
Properties=species:S:1:pos:R:3 method="wB97M-V/def2-TZVPD" homo_lumo_gap_ev=10.134 smiles="[NH3+][C@@H](CO)CCC=O" total_charge=+1
N 1.5709 0.5095 -0.6926
C 0.2192 -0.2307 -0.4449
C 0.2373 -1.5295 -1.2353
O 0.9707 -1.2729 -2.4467
C -0.0599 -0.2755 0.9980
C -0.6208 0.9782 1.6751
C -2.0752 1.3395 1.3988
O -2.3213 1.1178 0.2197
H 1.8400 1.0662 0.1238
H 2.1994 -0.2994 -0.8281
H 1.5158 1.0018 -1.5778
H -0.5405 0.3750 -0.9284
H -0.8281 -1.7521 -1.3976
H 0.8640 -2.2483 -0.7100
H 0.4712 -1.5665 -3.2151
H 0.7725 -0.6671 1.5717
H -0.8432 -1.0879 1.1463
H -0.4715 0.8363 2.7643
H -0.0727 1.9161 1.5201
H -2.8278 1.7893 2.0584

The most stable arrangement is #S, and the next structure is 0.0741 hartree less stable.

#P
11
Properties=species:S:1:pos:R:3 method="wB97M-V/def2-TZVPD" homo_lumo_gap_ev=8.375 smiles="N=c1nnccnn1" total_charge=0
N -1.8832 -0.5386 0.7306
C -1.3029 -0.1741 -0.2363
N -0.6408 -1.1288 -1.1194
N 0.5944 -1.2854 -0.7655
C 1.2453 -0.6821 0.3023
C 1.1365 0.6846 0.2373
N 0.1111 1.4717 -0.4735
N -1.0176 1.2033 -0.8735
H -2.2338 0.1348 1.2727
H 2.0385 -1.2697 0.6156
H 1.9525 1.5843 0.3098

#Q
11
Properties=species:S:1:pos:R:3 method="wB97M-V/def2-TZVPD" homo_lumo_gap_ev=8.928 total_charge=0
H 2.1915 0.5450 1.2136
N 1.8575 -0.3154 0.9712
C 1.1491 -0.1182 -0.2020
C 0.5364 1.1836 -0.4930
N -0.6947 1.3572 -0.4315
C -1.3999 0.5308 0.6190
N -1.2902 -0.7127 0.6674
N -0.6758 -1.3313 -0.5172
N 0.3458 -0.9208 -0.8780
H 1.2064 2.1959 -0.7805
H -1.9103 1.1433 1.3402

#R
11
Properties=species:S:1:pos:R:3 method="wB97M-V/def2-TZVPD" homo_lumo_gap_ev=8.188 total_charge=0
H 2.3324 0.6300 -0.8609
N 2.1761 -0.3112 -0.6987
C 1.1097 -0.2393 -0.0457
C 0.4656 1.0967 0.4502
N -0.7656 1.2912 0.3242
N -1.6134 0.6382 -0.4953
C -1.7421 -0.7091 -0.4357
N -0.8402 -1.3547 0.4452
N 0.4615 -1.2303 0.6398
H 1.1148 1.4223 1.4629
H -2.6986 -1.2337 -0.7859

#S
11
Properties=species:S:1:pos:R:3 method="wB97M-V/def2-TZVPD" homo_lumo_gap_ev=8.202 smiles="N=c1nnccnn1" total_charge=0
N -0.6578 2.1264 0.2523
C -0.6041 0.8591 -0.0570
N -0.9352 0.0581 1.2889
N -0.3128 -1.2023 1.3580
C 0.9771 -1.1706 0.6527
C 1.3615 -0.8098 -0.6228
N 0.4562 -0.3545 -1.7395
N -0.4541 0.4430 -1.4014
H -1.0736 2.2548 1.2557
H 1.5397 -1.8455 1.2982
H 2.4525 -1.1766 -0.6995

The most stable arrangement is #R, and the next structure is 0.0076 hartree less stable.

#P
12
Properties=species:S:1:pos:R:3 method="wB97M-V/def2-TZVPD" homo_lumo_gap_ev=9.720 total_charge=0
C 0.1706 0.4292 0.2085
C 1.4269 0.0586 -0.0884
C -0.3928 -1.7506 -0.5995
C -0.6795 1.6150 0.4156
N -0.4632 -0.8720 0.4638
N 0.7610 -1.6189 0.3529
Cl 2.9610 0.6170 -0.2590
H -0.9209 -2.7655 -0.3878
H -0.2667 -1.3594 -1.6344
H -0.0260 2.6128 0.3743
H -1.5191 1.5981 -0.2764
H -1.0513 1.4357 1.4302

#Q
12
Properties=species:S:1:pos:R:3 method="wB97M-V/def2-TZVPD" homo_lumo_gap_ev=9.720 smiles=Cn1nccc1Cl total_charge=0
C 0.4581 -0.2335 1.9314
N 0.1621 -0.0642 0.3414
N -0.4523 -1.0708 -0.1962
C -0.7240 -0.8460 -1.4343
C -0.3891 0.4220 -1.7084
C 0.2148 0.9707 -0.5953
Cl 0.9497 2.4577 -0.2527
H 0.4779 0.7566 2.2617
H 1.3518 -0.7442 2.1178
H -0.3381 -0.7407 2.3459
H -1.1209 -1.6034 -2.0812
H -0.5899 0.6958 -2.7301

#R
12
Properties=species:S:1:pos:R:3 method="wB97M-V/def2-TZVPD" homo_lumo_gap_ev=9.651 smiles="Cl[C@@H]1[C@@H]2C=NN[C@H]12" total_charge=0
Cl 2.2602 -0.9077 -0.0898
C 1.2266 0.4948 -0.0125
C -0.0571 0.5025 0.8026
C -0.7057 -0.8052 1.0024
N -1.0444 -1.4327 -0.0628
N -0.6156 -0.6883 -1.1465
C -0.0635 0.5637 -0.7456
H 1.7661 1.4369 0.0356
H -0.2408 1.3052 1.4602
H -0.9193 -1.2609 1.9782
H -1.2734 -0.6601 -1.8989
H -0.3330 1.4518 -1.3230

The most stable arrangement is #Q, and the next structure is 0.0070 hartree less stable.